Molecular formula: C21H17N3O2
Method: DFT, ωB97M-V with the def2-TZVPD basis set

Last column: Löwdin charge in e.
Geometry (Å):
O  -3.571  -3.531  -2.938  0.0643
N  -4.195  -3.010  -1.997  -0.3374
O  -5.394  -3.249  -1.798  0.0687
C  -3.532  -2.067  -1.189  -0.1419
C  -4.209  -1.459  -0.122  0.0059
C  -3.560  -0.608  0.752  -0.0407
C  -2.233  -0.241  0.506  0.0056
C  -1.504  -0.727  -0.595  -0.1500
C  -0.060  -0.421  -0.924  -0.1928
C  0.948  -1.334  -0.175  -0.0624
C  1.781  -0.374  0.633  -0.1523
C  2.883  -0.752  1.588  -0.1684
C  3.102  -2.122  1.837  -0.0446
C  4.112  -2.552  2.691  -0.0848
C  4.976  -1.602  3.222  -0.0995
C  4.777  -0.251  2.955  -0.0957
C  3.751  0.198  2.134  -0.0429
N  1.271  0.895  0.496  0.1545
N  0.357  0.897  -0.407  -0.1300
C  -0.209  2.080  -0.889  -0.1878
C  0.066  3.319  -0.226  -0.0156
C  -0.475  4.508  -0.771  -0.0874
C  -1.165  4.515  -1.996  -0.1224
C  -1.416  3.334  -2.655  -0.0999
C  -0.969  2.141  -2.082  -0.0320
C  -2.171  -1.682  -1.409  0.0802
H  -5.187  -1.797  0.058  0.1022
H  -4.121  -0.175  1.554  0.1065
H  -1.769  0.468  1.183  0.1217
H  0.131  -0.460  -1.979  0.1381
H  1.567  -1.872  -0.911  0.1295
H  0.480  -2.078  0.489  0.1248
H  2.403  -2.856  1.435  0.1028
H  4.249  -3.605  2.935  0.1051
H  5.813  -1.909  3.858  0.1049
H  5.448  0.541  3.349  0.1127
H  3.652  1.273  1.917  0.1177
H  0.670  3.333  0.720  0.1106
H  -0.408  5.486  -0.275  0.1024
H  -1.528  5.425  -2.495  0.1037
H  -1.933  3.236  -3.623  0.1131
H  -1.180  1.241  -2.627  0.0921
H  -1.645  -2.155  -2.228  0.1217

Its net charge is 0.

---

Molecular formula: C22H20BCl3F6N2O9RuS2Si
Method: DFT, ωB97M-V with the def2-TZVPD basis set

Last column: Löwdin charge in e.
Geometry (Å):
Ru  -0.109  0.204  0.827  0.9921
Cl  3.154  3.009  6.788  0.5797
C  2.582  2.691  5.167  -0.7041
C  1.552  1.786  4.965  -0.1566
C  1.111  1.547  3.682  -0.5380
Cl  -0.210  0.442  3.443  0.7635
C  1.652  2.170  2.515  -0.4874
O  1.266  1.960  1.325  -0.1889
C  2.698  3.089  2.822  -0.5885
Cl  3.425  3.938  1.488  0.6469
C  3.159  3.350  4.096  -0.1711
H  1.093  1.272  5.798  0.0966
H  3.962  4.059  4.246  0.0915
F  -5.517  -0.797  2.786  0.1126
C  -4.732  -1.811  2.387  -0.6654
F  -3.624  -1.785  3.121  0.1315
F  -5.384  -2.954  2.660  0.1095
S  -4.369  -1.667  0.568  0.5640
O  -3.736  -0.392  0.450  -0.2855
O  -5.662  -1.855  -0.026  -0.2998
N  -3.474  -2.912  0.270  -0.2933
S  -1.908  -3.063  0.392  0.5869
O  -1.309  -3.436  -0.850  -0.2611
O  -1.205  -2.173  1.274  -0.3181
C  -1.916  -4.650  1.358  -0.6651
F  -0.674  -5.135  1.453  0.1236
F  -2.381  -4.468  2.601  0.1175
F  -2.673  -5.591  0.774  0.1108
C  3.877  -0.002  -0.030  -0.1653
Si  2.837  -1.472  0.565  0.2340
C  2.674  -2.686  -0.886  -0.1618
C  3.860  -2.366  1.895  -0.1875
O  1.439  -1.050  1.188  -0.4880
H  4.875  -0.309  -0.363  0.0129
H  3.986  0.731  0.772  0.0083
H  3.370  0.497  -0.858  0.0131
H  3.617  -3.201  -1.098  0.0103
H  2.356  -2.168  -1.795  0.0140
H  1.914  -3.437  -0.656  0.0201
H  4.813  -2.733  1.501  0.0070
H  3.301  -3.219  2.290  0.0133
H  4.069  -1.692  2.730  0.0130
O  -1.674  1.756  0.859  -0.2191
N  -1.753  2.391  -0.273  -0.1955
C  -0.711  3.141  -0.683  -0.0059
C  -0.763  3.777  -1.899  -0.0394
C  -1.883  3.643  -2.710  -0.0747
C  -2.939  2.864  -2.256  -0.0483
C  -2.853  2.240  -1.034  -0.0036
H  0.133  3.129  -0.005  0.1198
H  0.098  4.347  -2.218  0.1103
H  -1.921  4.112  -3.684  0.0982
H  -3.816  2.695  -2.864  0.1069
H  -3.578  1.557  -0.616  0.1181
O  -1.159  -0.279  -1.977  0.1013
B  -0.023  0.067  -1.157  -0.5657
O  1.036  0.366  -2.080  0.1043
C  0.551  0.231  -3.333  -0.2311
C  1.183  0.451  -4.538  -0.0123
C  0.430  0.259  -5.700  -0.1316
C  -0.897  -0.140  -5.638  -0.1298
C  -1.533  -0.363  -4.414  -0.0080
C  -0.788  -0.169  -3.269  -0.2290
H  2.220  0.757  -4.572  0.1092
H  0.895  0.419  -6.666  0.0825
H  -1.452  -0.288  -6.558  0.0832
H  -2.565  -0.684  -4.352  0.1125

Its net charge is -2.

---

Molecular formula: C7H14N2
Method: DFT, ωB97M-V with the def2-TZVPD basis set

Last column: Löwdin charge in e.
Geometry (Å):
H  -0.616  -1.143  -0.186  0.0254
N  -0.046  -1.937  0.099  0.1625
C  1.176  -1.849  -0.223  -0.4435
C  2.076  -3.011  0.091  -0.0595
C  1.830  -0.746  -0.963  -0.1030
C  1.484  0.542  -0.941  -0.0179
H  2.461  -3.443  -0.833  0.0793
H  1.519  -3.769  0.636  0.0745
H  2.927  -2.684  0.689  0.0804
H  2.613  -1.070  -1.641  0.1043
H  2.052  1.263  -1.510  0.0734
H  0.913  0.969  -0.066  0.0356
C  -3.024  1.859  0.304  -0.0737
C  -1.678  1.356  -0.086  -0.4375
C  -0.600  1.454  1.229  -0.0500
N  -1.373  0.998  -1.229  0.1069
H  -3.474  1.168  1.017  0.0826
H  -2.938  2.830  0.790  0.0803
H  -3.660  1.937  -0.576  0.0767
H  0.046  0.620  1.498  0.0474
H  -1.260  1.486  2.093  0.0510
H  -0.120  2.429  1.142  0.0704
H  -0.309  0.741  -1.331  0.0344

Its net charge is 0.

---

Molecular formula: C2H8O2
Method: DFT, ωB97M-V with the def2-TZVPD basis set

Last column: Löwdin charge in e.
Geometry (Å):
C  1.515  -2.606  -2.166  -0.2218
O  0.689  -1.863  -1.382  -0.1248
H  2.494  -2.105  -2.252  0.0790
H  1.019  -2.580  -3.150  0.0796
H  1.682  -3.659  -1.883  0.0874
H  0.575  -0.972  -1.774  0.1007
C  -1.230  1.959  2.037  -0.1951
O  -1.117  3.164  2.741  -0.1325
H  -2.309  1.731  2.053  0.0779
H  -0.687  1.127  2.515  0.0846
H  -0.902  2.037  0.987  0.0751
H  -1.730  3.767  2.272  0.0900

Its net charge is 0.

---

E readings, ordered: -30614.12422, -131229.25369, -10463.80598, -6297.25940 eV
Gap between HOMO and LUMO readings, ordered: 6.4, 5.7, 9.7, 11.0 eV
Relative energy (zero: lowest compared OMol25 entry of this formula, charge and spin) readings, ordered: 72.7, 11.5, 59.1, 26.5 kcal/mol